[1]
{"formula": "C19H14F2N4O5S", "method": "ωB97M-V/def2-TZVPD", "elements": ["O", "C", "C", "S", "C", "N", "N", "C", "C", "N", "C", "O", "C", "C", "F", "C", "C", "C", "C", "F", "O", "N", "C", "C", "C", "C", "C", "C", "O", "C", "O", "H", "H", "H", "H", "H", "H", "H", "H", "H", "H", "H", "H", "H", "H"], "xyz": [[-3.533, -3.183, 1.760], [-2.846, -2.900, 0.653], [-1.880, -3.742, -0.039], [-0.374, -3.328, 0.600], [0.041, -2.087, -0.671], [-0.851, -1.625, -1.405], [-0.099, -0.580, -2.519], [1.197, -0.736, -1.845], [2.291, 0.235, -2.330], [3.025, 0.430, -1.092], [4.417, -0.022, -1.051], [4.896, -0.589, -2.005], [5.094, 0.477, -0.037], [5.180, 1.847, 0.300], [4.418, 2.753, 0.042], [5.948, 2.500, 1.574], [6.629, 1.325, 2.265], [6.636, -0.078, 1.902], [5.933, -0.335, 0.865], [5.754, -1.604, 0.784], [1.287, -1.850, -0.836], [-2.984, -1.661, -0.084], [-3.894, -0.675, 0.194], [-4.831, -0.790, 1.120], [-5.700, 0.423, 1.563], [-5.582, 1.458, 0.838], [-4.601, 1.578, -0.508], [-3.850, 0.486, -0.730], [-4.683, 2.948, -1.039], [-5.707, 3.623, -0.503], [-6.112, 2.616, 0.570], [-2.161, -4.794, 0.568], [-2.109, -3.882, -1.151], [2.838, -0.658, -2.949], [1.751, 0.998, -2.909], [2.625, 1.031, -0.467], [5.876, 3.391, 1.797], [7.139, 1.862, 3.190], [7.315, -0.750, 2.638], [-2.565, -1.690, -0.783], [-4.913, -1.635, 1.965], [-6.419, 0.502, 2.451], [-3.055, 0.398, -1.461], [-6.388, 3.866, -1.071], [-5.154, 4.442, -0.158]], "total_charge": 0, "lumo_ha": -0.0041, "homo_lumo_gap_ev": 7.4053, "spin_multiplicity": 1, "smiles": "O=C(CSc1nnc(CNC(=O)c2c(F)cccc2F)o1)Nc1ccc2c(c1)OCO2", "e_tot_ha": -1924.9466}

---

[2]
{"formula": "ClH14O11", "method": "ωB97M-V/def2-TZVPD", "elements": ["Cl", "O", "O", "O", "O", "O", "H", "H", "O", "H", "H", "O", "H", "H", "O", "H", "H", "O", "H", "H", "O", "H", "H", "O", "H", "H"], "xyz": [[-13.649, -6.178, -18.327], [-12.797, -5.738, -17.284], [-14.289, -7.388, -17.961], [-14.555, -5.184, -18.761], [-12.908, -6.481, -19.515], [-13.744, -2.590, -20.052], [-13.601, -3.528, -19.922], [-13.605, -2.454, -20.989], [-17.413, -7.314, -17.952], [-18.326, -7.339, -17.668], [-17.130, -8.228, -17.933], [-10.808, -6.658, -15.268], [-10.722, -5.839, -14.780], [-9.908, -6.956, -15.400], [-9.859, -6.273, -19.177], [-10.809, -6.184, -19.094], [-9.736, -6.839, -19.939], [-12.814, -2.367, -16.890], [-12.128, -1.718, -16.735], [-12.353, -3.205, -16.905], [-13.314, -8.428, -15.197], [-14.172, -8.312, -15.607], [-12.716, -7.918, -15.744], [-13.230, -5.221, -14.162], [-12.836, -4.382, -13.923], [-12.845, -5.433, -15.013]], "total_charge": -1, "lumo_ha": 0.1106, "homo_lumo_gap_ev": 9.2093, "spin_multiplicity": 1, "e_tot_ha": -1296.0353}

---

[3]
{"formula": "C2H9N2", "method": "ωB97M-V/def2-TZVPD", "elements": ["N", "C", "C", "N", "H", "H", "H", "H", "H", "H", "H", "H", "H"], "xyz": [[0.586, -1.215, -0.559], [0.459, -0.497, 0.778], [-0.674, 0.491, 0.553], [-0.321, 1.189, -0.720], [-0.083, -1.964, -0.579], [1.516, -1.617, -0.621], [0.094, -1.234, 1.486], [1.431, -0.080, 1.001], [-1.609, -0.031, 0.378], [-0.797, 1.163, 1.399], [0.428, 1.850, -0.606], [-1.065, 1.614, -1.276], [0.035, 0.333, -1.233]], "total_charge": 1, "lumo_ha": -0.1241, "homo_lumo_gap_ev": 11.7293, "spin_multiplicity": 1, "smiles": "NCC[NH3+]", "e_tot_ha": -190.8626}

---

[4]
{"formula": "C9H13FNOS2", "method": "ωB97M-V/def2-TZVPD", "elements": ["C", "C", "C", "C", "C", "C", "C", "C", "C", "N", "O", "F", "S", "S", "H", "H", "H", "H", "H", "H", "H", "H", "H", "H", "H", "H", "H"], "xyz": [[-1.111, 0.726, 0.832], [-1.173, 1.279, 2.116], [-2.189, 0.211, 0.241], [-2.480, 1.164, 2.499], [-2.266, -0.446, -1.094], [-0.954, -1.147, -1.455], [0.688, 0.418, -0.653], [-0.071, 1.874, 2.918], [3.094, -0.757, -0.901], [2.491, -1.501, -2.047], [0.131, -0.241, -1.736], [-2.975, 1.557, 3.666], [-3.543, 0.416, 1.341], [1.775, -0.542, 0.362], [-3.057, -1.198, -1.090], [-2.504, 0.289, -1.869], [-0.655, -1.822, -0.645], [-1.091, -1.706, -2.383], [0.973, 1.435, -0.867], [-0.318, 1.838, 3.976], [0.854, 1.330, 2.743], [0.082, 2.917, 2.641], [3.916, -1.310, -0.453], [3.435, 0.219, -1.242], [3.061, -1.455, -2.897], [1.530, -1.064, -2.210], [2.356, -2.484, -1.792]], "total_charge": 1, "lumo_ha": -0.1255, "homo_lumo_gap_ev": 7.9805, "spin_multiplicity": 1, "e_tot_ha": -1376.6106}